Entry 1:
Here is a 14-piece molecular cluster, C33H89N5O14S9 overall from OMol25. Energies are from ωB97M-V/def2-TZVPD.

Each line ends with the Löwdin charge.
Atoms and positions in Å:
C 4.23443 2.13028 -0.58899  -0.38
O 3.21838 2.76407 -0.32923  -0.02
N 5.35691 2.65069 -1.06860  -0.16
C 6.57369 1.78231 -1.06956  -0.02
C 5.49783 4.04751 -1.42121  -0.04
H 4.27189 1.06718 -0.37695  0.11
H 6.17823 0.77705 -0.87271  0.05
H 7.30792 2.04836 -0.29606  0.10
H 6.98322 1.82371 -2.05967  0.08
H 6.44991 4.37742 -1.19755  0.06
H 5.59322 4.27845 -2.49391  0.09
H 4.69485 4.66094 -1.02295  0.09
C -0.60869 2.52880 -5.97574  -0.29
O 0.60675 2.63373 -6.34532  -0.07
N -1.13701 1.38382 -5.46196  -0.16
C -2.49027 1.39462 -4.87513  -0.03
C -0.23939 0.27074 -5.23068  -0.03
H -1.28772 3.37551 -6.05766  0.13
H -2.97329 2.29209 -5.07447  0.07
H -2.34996 1.22633 -3.82419  0.06
H -3.05917 0.54401 -5.21363  0.08
H 0.45946 0.57185 -4.43612  0.09
H -0.79061 -0.53933 -4.90801  0.06
H 0.31214 -0.10568 -6.07337  0.09
C -2.51678 1.33627 -1.03696  -0.32
O -3.65433 1.45942 -0.51756  -0.07
N -1.76801 2.38921 -1.42135  -0.17
C -0.49682 2.18125 -2.03926  -0.05
C -2.23230 3.74421 -1.31662  -0.03
H -2.11095 0.37951 -1.32928  0.11
H -0.56587 2.74825 -2.95367  0.08
H -0.33399 1.08666 -2.15634  0.09
H 0.34330 2.58961 -1.47514  0.09
H -2.68662 4.14263 -2.20061  0.09
H -2.91765 3.87267 -0.49494  0.07
H -1.35543 4.38902 -1.12776  0.10
C 4.03647 -1.54507 -0.40188  -0.33
O 2.97205 -1.62281 0.13901  0.00
N 4.33697 -1.97166 -1.67405  -0.16
C 5.61684 -1.59335 -2.23955  -0.05
C 3.24714 -2.50567 -2.47990  -0.04
H 4.91408 -1.08073 0.08948  0.10
H 6.04669 -2.41760 -2.79805  0.09
H 6.36638 -1.34519 -1.51050  0.08
H 5.40858 -0.69810 -2.86831  0.07
H 2.36823 -2.68523 -1.90479  0.07
H 2.90966 -1.79218 -3.24164  0.08
H 3.57247 -3.43902 -2.94176  0.09
C 0.27565 -0.59718 -0.50036  -0.40
O -0.50869 -1.36243 -1.07199  -0.02
N 0.11550 0.16148 0.58644  -0.14
C 1.20206 0.96818 1.03696  -0.07
C -1.04269 -0.12470 1.46390  -0.03
H 1.22981 -0.40092 -0.95607  0.11
H 2.05662 0.89582 0.38617  0.05
H 1.58763 0.58949 1.98481  0.09
H 0.95502 2.01541 1.13829  0.08
H -1.23493 -1.23652 1.43628  0.06
H -0.79823 0.13039 2.49025  0.08
H -1.98148 0.46022 1.25986  0.07
C -4.08931 2.83514 4.63269  -0.27
S -4.05196 2.04455 3.04658  0.81
O -4.77311 0.73134 3.29678  -0.56
C -5.11135 3.13685 2.11411  -0.27
H -3.68139 3.86666 4.45199  0.08
H -3.44286 2.21032 5.21255  0.01
H -5.05942 2.77653 5.07940  0.05
H -5.09577 4.21459 2.40639  0.07
H -6.14438 2.83260 2.25245  0.06
H -4.87351 3.15327 1.04767  0.03
C 1.27040 3.10195 3.89440  -0.26
S 2.17430 2.29518 5.18465  0.83
O 3.38926 3.15818 5.42334  -0.57
C 0.85297 2.60506 6.39302  -0.24
H 1.19898 4.13912 4.06565  0.05
H 0.32946 2.58329 3.98088  0.04
H 1.74412 2.97587 2.93236  0.03
H -0.07663 2.34300 5.97353  0.00
H 0.94258 3.66267 6.58711  0.06
H 1.03680 2.02437 7.25830  0.04
C 2.82586 2.94690 -3.96217  -0.27
S 3.91484 1.59528 -3.85541  0.79
O 3.25721 0.62269 -2.97242  -0.52
C 3.79286 1.15080 -5.58306  -0.26
H 2.76309 3.44737 -2.97432  0.06
H 1.80243 2.70082 -4.29158  0.04
H 3.20794 3.68274 -4.66518  0.06
H 4.30767 0.18749 -5.75421  0.06
H 4.46915 1.89411 -6.07976  0.07
H 2.84134 1.15466 -6.09790  0.04
C -5.68032 -1.62520 -3.48607  -0.26
S -5.06826 -0.13542 -2.72327  0.77
O -5.26179 1.00924 -3.65500  -0.54
C -6.19883 -0.09807 -1.38889  -0.27
H -6.71835 -1.52196 -3.66140  0.04
H -5.56828 -2.35186 -2.63039  0.02
H -5.08047 -2.02665 -4.32646  0.07
H -5.94748 0.75718 -0.70560  0.06
H -6.06251 -1.11198 -0.90983  0.04
H -7.23974 -0.15984 -1.76002  0.07
C -1.84582 -4.15349 -3.33420  -0.29
S -2.17715 -5.85229 -3.17691  0.77
O -2.00002 -6.10673 -1.76153  -0.54
C -3.92188 -5.83954 -3.56270  -0.27
H -2.50708 -3.54708 -2.74290  0.03
H -1.94169 -3.89838 -4.41219  0.07
H -0.82276 -3.96199 -2.96130  0.06
H -4.05229 -5.78144 -4.67340  0.07
H -4.55384 -5.12094 -2.95735  0.06
H -4.21188 -6.85368 -3.38464  0.03
C 1.25676 -4.27861 1.16048  -0.24
S 0.58256 -2.99184 2.14934  0.80
O -0.39833 -3.65079 3.05156  -0.55
C 2.01267 -2.56756 3.18759  -0.23
H 1.80062 -4.98221 1.82514  0.07
H 1.95160 -3.85787 0.47710  0.02
H 0.52540 -4.83592 0.63197  0.05
H 2.75689 -1.99966 2.59426  0.03
H 2.36026 -3.41449 3.81287  0.07
H 1.54025 -1.77140 3.81647  0.05
C -3.81560 -4.95265 1.00999  -0.25
S -3.88068 -3.45750 0.00175  0.86
O -4.97852 -3.65587 -1.06894  -0.59
C -4.63256 -2.53012 1.34684  -0.26
H -3.40482 -5.81870 0.44394  0.05
H -4.89573 -5.06797 1.30808  0.07
H -3.22582 -4.83979 1.87760  0.03
H -5.14828 -1.61535 0.94923  0.06
H -3.78825 -2.23698 1.97903  0.04
H -5.27430 -3.10297 1.98436  0.05
C -2.57840 -1.62749 4.69527  -0.31
S -2.07429 -0.97891 6.23837  0.83
O -1.44692 0.37280 5.97972  -0.59
C -3.77868 -0.68107 6.91708  -0.23
H -3.14734 -2.52514 4.97570  0.06
H -1.72993 -1.88712 3.99038  0.05
H -3.29306 -0.94257 4.21885  0.03
H -4.24092 -1.66216 6.98921  0.05
H -4.31517 0.01943 6.24292  0.05
H -3.67135 -0.11235 7.83101  0.04
C 5.75233 1.97588 3.27425  -0.22
S 5.40881 0.22601 2.83054  0.80
O 6.32170 0.08019 1.64964  -0.58
C 6.14281 -0.50341 4.24586  -0.29
H 6.80433 2.20602 3.49202  0.07
H 5.10200 2.18836 4.13049  0.01
H 5.43791 2.55380 2.39278  0.05
H 7.22514 -0.18572 4.25774  0.08
H 6.13330 -1.62220 4.19278  0.07
H 5.58345 -0.06520 5.05348  0.04

Relative energy (zero: lowest compared OMol25 entry of this formula, charge and spin): 3.278 eV
HOMO energy: -8.12 eV
Calculated total energy: -6221.26435 hartree
Orbital gap: 8.50 eV


Entry 2:
Here is an isolated ion of composition C11H25N2O and charge +1 from OMol25. Energies are from ωB97M-V/def2-TZVPD.

Each line ends with the Löwdin charge.
Atoms and positions in Å:
C 3.30294 -1.65818 -0.14846  -0.08
C 4.16628 -0.57738 0.53247  -0.23
C 3.62837 0.84087 0.40621  -0.19
C 2.13026 0.97649 0.75785  -0.18
C 1.36146 1.61338 -0.38745  -0.12
N 0.07948 2.23003 0.12207  0.07
C -1.17498 1.53098 -0.30048  -0.09
C -1.23783 0.08390 0.18910  -0.17
N -2.49957 -0.48987 -0.30350  -0.08
C -3.27855 -1.14453 0.76422  -0.23
C -3.62492 -0.22726 1.92032  -0.08
C -2.13299 -1.50255 -1.29294  -0.50
C -2.41226 -1.20501 -2.75530  0.03
O -1.64822 -2.51742 -0.99281  0.16
H 3.83514 -2.11709 -0.96570  0.07
H 2.39146 -1.25206 -0.57822  0.05
H 3.01010 -2.41831 0.55866  0.07
H 5.13126 -0.59066 0.04052  0.10
H 4.37638 -0.84606 1.55609  0.11
H 4.15936 1.44476 1.13311  0.11
H 3.84844 1.28725 -0.55595  0.11
H 2.04030 1.59097 1.64948  0.12
H 1.70940 0.01744 1.02855  0.10
H 1.98212 2.36125 -0.85476  0.13
H 1.12631 0.89639 -1.15964  0.13
H 0.08485 2.34108 1.13614  0.18
H 0.03580 3.17938 -0.25432  0.18
H -1.31590 1.53907 -1.37193  0.14
H -2.00548 2.06013 0.15418  0.13
H -1.09694 0.00309 1.26169  0.12
H -0.39082 -0.42851 -0.26071  0.11
H -4.21603 -1.45298 0.31396  0.13
H -2.82120 -2.05590 1.14428  0.12
H -2.75456 -0.06846 2.55131  0.06
H -4.34524 -0.72892 2.54970  0.08
H -3.98616 0.74752 1.61260  0.08
H -1.48786 -1.34069 -3.29770  0.09
H -2.81376 -0.20108 -2.83395  0.07
H -3.15644 -1.92109 -3.06869  0.09

Relative energy (zero: lowest compared OMol25 entry of this formula, charge and spin): 0.000 eV
HOMO energy: -12.62 eV
Calculated total energy: -618.60419 hartree
Charge: +1
Orbital gap: 9.44 eV


Entry 3:
Here is a 3-piece molecular cluster, C17H43BN3O6 overall from OMol25. Energies are from ωB97M-V/def2-TZVPD.

Each line ends with the Löwdin charge.
Atoms and positions in Å:
B 0.35184 -1.28698 -0.77195  -0.49
C -1.00225 -2.22959 -0.79710  -0.30
C -0.95579 -3.49116 0.09720  -0.27
C -1.71131 -3.37560 1.43677  -0.21
C -1.55302 -2.02982 2.17404  -0.23
N -0.99450 -2.06366 3.53567  0.00
C 0.41360 -2.15032 3.67162  -0.54
N 1.03850 -1.66356 4.66911  0.11
N 1.08623 -2.78044 2.59968  0.12
H 1.34229 -1.99794 -0.99046  0.01
H 0.52228 -0.76027 0.34736  -0.01
H 0.28402 -0.37539 -1.60920  -0.01
H -1.90328 -1.64308 -0.54566  0.07
H -1.15310 -2.56591 -1.83449  0.06
H 0.09177 -3.75041 0.29073  0.07
H -1.39466 -4.34826 -0.43738  0.09
H -2.78088 -3.55020 1.24809  0.09
H -1.39017 -4.17737 2.12031  0.09
H -2.53332 -1.54599 2.27855  0.10
H -0.92848 -1.35736 1.58430  0.07
H -1.45543 -2.75060 4.11969  0.11
H 0.36611 -1.16356 5.24967  0.02
H 1.98698 -2.35805 2.42022  0.09
H 1.18357 -3.77794 2.73772  0.09
C -2.82519 0.38134 5.57200  -0.12
O -2.70801 1.59908 4.87574  -0.20
C -1.82889 1.48447 3.76167  -0.19
C -2.05758 2.62059 2.79518  -0.17
O -3.21337 2.45512 1.98673  -0.12
C -4.44717 2.80843 2.57233  -0.19
C -4.75626 4.28618 2.48997  -0.21
O -4.05742 5.01079 3.48544  -0.19
C -4.08639 6.39473 3.24981  -0.12
H -1.85437 0.03316 5.94443  0.08
H -3.49286 0.54949 6.41673  0.08
H -3.24045 -0.40238 4.92870  0.08
H -1.99013 0.53034 3.25046  0.11
H -0.78691 1.50743 4.10902  0.13
H -1.21837 2.63357 2.09812  0.13
H -2.08869 3.57436 3.32988  0.12
H -4.51342 2.46670 3.60871  0.12
H -5.20588 2.28656 1.98385  0.13
H -5.83931 4.43460 2.61922  0.12
H -4.47720 4.65189 1.49291  0.13
H -3.60997 6.64809 2.29501  0.09
H -3.53968 6.87697 4.05831  0.09
H -5.11437 6.78088 3.23702  0.08
C 3.66094 -0.14341 -1.54559  -0.12
O 3.44426 -0.35209 -2.92570  -0.20
C 2.85724 0.77530 -3.53131  -0.22
C 2.89521 0.64617 -5.03456  -0.18
O 4.17042 0.93043 -5.60709  -0.13
C 5.11652 -0.11835 -5.55268  -0.20
C 4.97543 -1.12278 -6.67498  -0.22
O 3.92364 -2.02645 -6.41188  -0.19
C 3.57078 -2.78477 -7.53868  -0.12
H 2.73896 0.15843 -1.04059  0.07
H 3.98152 -1.09234 -1.12213  0.08
H 4.44492 0.61220 -1.38847  0.08
H 3.39060 1.69151 -3.23569  0.13
H 1.81178 0.86393 -3.20474  0.12
H 2.22210 1.39576 -5.45512  0.12
H 2.54591 -0.34500 -5.33190  0.12
H 5.08728 -0.62777 -4.58605  0.13
H 6.09133 0.36280 -5.66903  0.12
H 5.92212 -1.67542 -6.78133  0.12
H 4.78706 -0.58513 -7.61507  0.13
H 3.22308 -2.14417 -8.35901  0.09
H 2.76424 -3.45230 -7.24215  0.09
H 4.41555 -3.38551 -7.90196  0.08

HOMO energy: -4.81 eV
Calculated total energy: -1313.96758 hartree
Charge: -1
Orbital gap: 7.43 eV


Entry 4:
Here is a 6-piece molecular cluster, C27H71N5O12 overall from OMol25. Energies are from ωB97M-V/def2-TZVPD.

Each line ends with the Löwdin charge.
Atoms and positions in Å:
N -8.96373 21.50159 -12.18924  -0.78
O -7.90964 20.93786 -12.31479  -0.06
O -9.89410 21.15278 -12.86081  -0.11
O -9.14033 22.39263 -11.42146  -0.05
C -2.88064 21.23152 -6.86887  -0.12
C -1.68004 22.06601 -7.34173  -0.66
C -2.13101 23.53621 -7.58823  -0.12
O -0.54095 21.94958 -6.47837  -0.39
H -3.70716 21.27696 -7.57802  0.04
H -3.22856 21.70736 -5.95202  0.06
H -2.73038 20.15808 -6.75378  0.05
H -1.36095 21.74105 -8.33203  0.08
H -2.64985 23.60683 -8.54423  0.04
H -1.32524 24.26977 -7.56108  0.05
H -2.85824 23.77618 -6.81257  0.05
C -17.17944 22.16044 -15.55869  -0.12
O -16.58185 23.24607 -14.92734  -0.20
C -15.67873 22.94984 -13.84959  -0.18
C -15.07928 24.23802 -13.29056  -0.03
N -14.42783 25.09025 -14.41604  0.08
H -13.82891 24.50188 -14.97748  0.17
H -15.21677 25.45786 -14.92843  0.17
C -13.63306 26.28015 -13.94189  -0.08
C -13.10069 27.02776 -15.14188  -0.21
O -12.39287 26.17225 -16.06066  -0.20
C -11.70946 26.95406 -17.02969  -0.09
H -16.63365 21.22915 -15.71008  0.09
H -17.41355 22.53975 -16.55339  0.10
H -18.03659 21.79246 -14.99480  0.10
H -14.95361 22.29458 -14.33224  0.13
H -16.10060 22.23978 -13.13831  0.14
H -14.17270 23.94381 -12.76174  0.14
H -15.80655 24.83794 -12.74348  0.15
H -12.74301 25.98996 -13.38358  0.15
H -14.27215 26.97589 -13.39819  0.15
H -12.39539 27.78832 -14.80693  0.13
H -13.90258 27.50797 -15.70264  0.13
H -11.01717 27.63173 -16.53009  0.09
H -12.46885 27.42419 -17.65453  0.09
H -11.12480 26.28256 -17.65847  0.09
C -5.72191 9.31970 -10.55662  -0.07
O -7.09893 9.75377 -10.65373  -0.19
C -7.33511 10.65117 -11.78780  -0.19
C -6.72039 12.01883 -11.78392  -0.06
N -6.67206 12.64957 -10.31486  0.12
H -7.57975 12.62639 -9.87254  0.17
H -6.01797 12.18878 -9.69847  0.15
C -6.20287 14.13119 -10.47978  -0.07
C -4.73439 14.24296 -10.66563  -0.18
O -4.16388 13.98250 -11.96439  -0.19
C -4.49211 14.84228 -13.01004  -0.12
H -5.50928 8.76155 -11.46840  0.10
H -5.52682 8.76303 -9.64002  0.10
H -5.03538 10.16595 -10.53095  0.07
H -8.42107 10.71954 -11.85185  0.13
H -7.04035 10.08216 -12.66953  0.13
H -7.35255 12.63247 -12.42572  0.13
H -5.72204 12.08434 -12.21648  0.13
H -6.47209 14.68590 -9.58093  0.15
H -6.77227 14.47427 -11.34359  0.13
H -4.13606 13.59860 -10.02151  0.14
H -4.33401 15.23362 -10.45022  0.15
H -3.75945 14.78653 -13.81516  0.10
H -4.62319 15.87057 -12.67311  0.10
H -5.36996 14.61748 -13.61582  0.08
C -5.20884 29.78556 -21.19478  -0.10
O -4.39242 29.30936 -20.16427  -0.17
C -3.03999 29.25791 -20.49614  -0.23
C -2.10916 29.04438 -19.29959  -0.06
N -2.12789 30.22700 -18.30030  0.07
H -1.32647 30.25033 -17.68606  0.16
H -1.84129 31.03957 -18.82727  0.15
C -3.34358 30.67712 -17.41173  -0.01
C -3.90879 29.54308 -16.51440  -0.22
O -4.20508 28.37121 -17.17229  -0.21
C -4.85892 27.38798 -16.42266  -0.07
H -6.16971 29.27099 -21.20101  0.09
H -4.88906 29.57077 -22.21444  0.09
H -5.42002 30.84999 -21.09232  0.10
H -2.64332 30.10036 -21.06273  0.13
H -2.89588 28.44392 -21.20659  0.14
H -1.08195 28.83509 -19.59811  0.14
H -2.43194 28.17992 -18.71937  0.12
H -4.12118 30.98427 -18.11109  0.12
H -2.80878 31.52993 -16.99364  0.14
H -4.78951 29.93003 -16.00187  0.14
H -3.21626 29.31110 -15.70528  0.13
H -4.18225 27.09929 -15.61837  0.10
H -5.15388 26.55228 -17.05727  0.10
H -5.80381 27.77961 -16.04593  0.09
C -5.18846 18.84245 -20.90944  -0.04
O -6.20109 19.21435 -19.87598  -0.19
C -6.58328 20.57112 -20.02264  -0.20
C -8.06538 20.67278 -19.55171  -0.10
N -8.95638 19.82098 -20.36280  0.06
H -8.65682 19.93569 -21.32051  0.18
H -8.61833 18.90256 -20.11314  0.17
C -10.43324 19.86188 -19.97961  -0.04
C -11.04263 21.24028 -20.31399  -0.23
O -10.73501 21.66049 -21.60502  -0.18
C -11.44828 22.82650 -21.97949  -0.08
H -4.86584 17.80917 -20.78155  0.09
H -4.27945 19.43014 -20.78130  0.09
H -5.49252 18.98537 -21.94637  0.09
H -6.57407 20.81890 -21.08406  0.12
H -5.91570 21.23903 -19.47826  0.14
H -8.47384 21.68049 -19.62793  0.13
H -8.14233 20.37331 -18.50648  0.15
H -10.56956 19.54630 -18.94523  0.15
H -10.88028 19.06545 -20.57452  0.14
H -10.66023 21.97595 -19.60642  0.12
H -12.11800 21.20472 -20.13960  0.13
H -11.26102 23.29607 -22.94517  0.10
H -11.23949 23.66660 -21.31712  0.09
H -12.50234 22.55020 -22.00628  0.10

HOMO energy: -4.93 eV
Calculated total energy: -2246.76645 hartree
Charge: +2
Orbital gap: 0.93 eV